66
Properties=species:S:1:pos:R:3:nbo_charge:R:1 method="wB97M-V/def2-TZVPD" total_energy_ha=-1497.2921 gap_ev=9.426 e_homo_ev=-9.53 max_force_ev_per_a=2.01 relative_energy_kj_mol=22.10
O 12.803 24.039 -0.719 -0.73
C 11.963 24.508 0.339 -0.09
C 11.877 26.002 0.377 -0.10
O 13.171 26.468 0.754 -0.78
H 13.689 24.395 -0.562 0.47
H 11.011 24.001 0.170 0.19
H 12.326 24.124 1.301 0.18
H 11.129 26.278 1.133 0.18
H 11.555 26.417 -0.583 0.17
H 13.241 27.389 0.450 0.51
O 15.488 27.533 -1.228 -0.72
C 14.270 27.625 -1.991 -0.10
C 13.551 28.944 -1.705 -0.09
O 13.138 29.052 -0.324 -0.75
H 16.054 28.215 -1.602 0.46
H 14.593 27.695 -3.035 0.18
H 13.628 26.758 -1.867 0.21
H 12.673 29.029 -2.347 0.18
H 14.247 29.770 -1.853 0.17
H 13.235 29.978 -0.091 0.49
O 16.261 22.935 -0.694 -0.77
C 16.055 23.787 -1.813 -0.11
C 15.089 23.096 -2.771 -0.10
O 15.731 22.116 -3.585 -0.72
H 16.148 23.481 0.110 0.50
H 15.671 24.782 -1.564 0.17
H 17.014 23.954 -2.310 0.18
H 14.573 23.804 -3.427 0.17
H 14.257 22.643 -2.219 0.19
H 15.800 21.342 -3.012 0.47
O 9.623 27.855 3.419 -0.72
C 10.954 27.909 3.946 -0.10
C 11.130 28.941 5.040 -0.10
O 10.360 28.594 6.202 -0.70
H 9.118 27.259 3.983 0.46
H 11.224 26.905 4.287 0.18
H 11.626 28.139 3.113 0.18
H 10.937 29.948 4.653 0.16
H 12.174 28.976 5.359 0.18
H 9.489 28.389 5.841 0.45
O 17.474 23.082 2.117 -0.71
C 17.413 24.459 2.434 -0.08
C 16.638 25.322 1.456 -0.11
O 15.332 24.753 1.283 -0.77
H 17.776 22.977 1.205 0.47
H 17.065 24.528 3.461 0.18
H 18.434 24.865 2.455 0.15
H 17.166 25.300 0.502 0.16
H 16.567 26.313 1.899 0.19
H 14.708 25.478 1.108 0.51
O 14.812 19.138 -1.115 -0.75
C 14.614 20.206 -0.192 -0.12
C 13.129 20.412 -0.050 -0.08
O 12.546 19.277 0.577 -0.72
H 15.642 18.684 -0.955 0.48
H 15.059 19.975 0.782 0.16
H 15.103 21.140 -0.498 0.21
H 12.767 20.599 -1.071 0.16
H 12.937 21.350 0.471 0.19
H 13.115 18.537 0.338 0.47
C 9.500 29.764 -1.239 -0.25
O 8.173 29.347 -0.937 -0.72
H 10.124 28.859 -1.169 0.16
H 9.715 30.138 -2.240 0.17
H 9.913 30.407 -0.460 0.17
H 7.921 29.799 -0.129 0.47



66
Properties=species:S:1:pos:R:3:nbo_charge:R:1 method="wB97M-V/def2-TZVPD" total_energy_ha=-1198.6995 gap_ev=10.385 e_homo_ev=-9.90 max_force_ev_per_a=1.95 relative_energy_kj_mol=343.30
C -1.264 -3.925 -0.715 -0.63
C -1.404 -3.984 0.832 -0.07
O -0.749 -5.217 1.201 -0.74
H -0.285 -4.338 -0.950 0.23
H -1.438 -2.920 -1.130 0.20
H -2.049 -4.589 -1.141 0.21
H -2.455 -3.994 1.180 0.16
H -0.864 -3.121 1.266 0.17
H -1.034 -5.482 2.097 0.47
C 2.111 -3.270 1.000 -0.65
C 3.513 -3.165 1.560 -0.06
O 3.485 -2.933 2.948 -0.74
H 1.546 -4.105 1.513 0.23
H 2.140 -3.485 -0.079 0.22
H 1.599 -2.306 1.194 0.21
H 4.020 -2.292 1.006 0.15
H 4.115 -4.098 1.383 0.16
H 4.333 -3.165 3.298 0.47
C -2.764 3.448 1.327 -0.63
C -1.779 3.791 2.440 -0.05
O -1.976 2.842 3.452 -0.73
H -2.500 2.416 1.038 0.21
H -2.597 4.088 0.452 0.21
H -3.782 3.498 1.668 0.21
H -1.870 4.817 2.831 0.15
H -0.729 3.664 2.095 0.15
H -1.163 2.669 3.953 0.48
C 3.571 -0.548 -2.794 -0.63
C 2.852 0.697 -3.328 -0.06
O 1.522 0.251 -3.693 -0.74
H 2.975 -0.873 -1.934 0.21
H 4.544 -0.212 -2.512 0.21
H 3.600 -1.423 -3.433 0.22
H 3.278 1.189 -4.198 0.17
H 2.786 1.386 -2.484 0.16
H 1.035 1.016 -4.068 0.47
C 1.294 2.963 0.036 -0.26
O 2.069 4.147 -0.182 -0.72
H 1.896 2.166 -0.367 0.17
H 1.065 2.682 1.044 0.16
H 0.345 3.001 -0.497 0.18
H 1.587 4.853 0.263 0.46
C -1.565 1.992 -3.580 -0.24
O -1.905 2.456 -2.335 -0.74
H -0.750 2.634 -3.959 0.17
H -1.181 0.980 -3.565 0.16
H -2.371 2.018 -4.310 0.16
H -2.587 1.923 -1.975 0.49
C 0.210 0.023 -0.686 -0.25
O -0.818 0.417 0.143 -0.75
H 1.082 -0.140 -0.062 0.17
H -0.041 -0.892 -1.223 0.16
H 0.500 0.765 -1.417 0.18
H -1.543 0.828 -0.362 0.49
C 1.001 -0.267 3.006 -0.25
O 0.954 -0.959 4.231 -0.73
H 0.703 0.776 3.177 0.17
H 2.016 -0.246 2.623 0.16
H 0.317 -0.675 2.219 0.17
H 1.456 -1.792 4.094 0.48
C -4.634 0.902 -0.476 -0.25
O -3.453 0.445 -1.189 -0.78
H -4.497 0.738 0.597 0.19
H -4.717 1.962 -0.699 0.19
H -5.540 0.445 -0.798 0.18
H -3.216 -0.470 -1.025 0.49



99
Properties=species:S:1:pos:R:3:lowdin_charge:R:1 method="wB97M-V/def2-TZVPD" total_energy_ha=-3256.0217 gap_ev=8.228 e_homo_ev=-8.27 max_force_ev_per_a=3.73
O 1.709 -0.596 1.525 -0.19
S 0.883 -0.272 0.431 0.63
O 1.408 -0.236 -0.891 -0.22
O -0.406 -1.246 0.283 -0.27
C -1.355 -0.654 -0.576 -0.16
C -1.290 0.853 -0.159 -0.12
O -0.163 0.916 0.725 -0.24
H -1.106 -0.763 -1.637 0.12
H -2.335 -1.126 -0.512 0.11
H -2.193 1.136 0.370 0.13
H -1.048 1.458 -1.028 0.08
N -5.020 -0.169 -0.268 0.18
C -4.651 -0.318 1.033 -0.66
N -5.096 0.619 1.914 0.17
O -3.984 -1.290 1.409 -0.01
H -5.062 -1.008 -0.831 0.07
H -5.645 0.599 -0.448 0.09
H -4.681 0.587 2.827 0.11
H -5.658 1.370 1.561 0.10
N -0.720 5.918 1.982 0.16
C -0.547 4.563 2.118 -0.66
N -0.442 3.854 0.964 0.18
O -0.397 4.019 3.204 0.01
H -0.780 6.471 2.816 0.10
H -1.125 6.226 1.117 0.09
H -0.466 4.318 0.074 0.08
H -0.117 2.909 1.074 0.06
N -0.741 -4.006 0.631 0.19
C -0.212 -4.545 -0.494 -0.65
N -0.250 -5.903 -0.558 0.16
O 0.218 -3.864 -1.429 -0.01
H -0.965 -4.567 1.434 0.09
H -0.831 -3.000 0.712 0.07
H -0.545 -6.483 0.206 0.10
H 0.304 -6.337 -1.275 0.11
N 4.554 -0.883 -0.101 0.16
C 4.711 0.472 -0.259 -0.65
N 5.090 0.822 -1.517 0.17
O 4.636 1.267 0.664 0.03
H 4.400 -1.271 0.812 0.11
H 4.999 -1.459 -0.792 0.09
H 5.203 0.107 -2.213 0.10
H 5.420 1.744 -1.729 0.11
N 4.259 2.708 3.054 0.15
C 3.029 3.271 3.202 -0.67
N 2.015 2.424 2.801 0.16
O 2.832 4.358 3.719 0.02
H 5.028 3.142 3.528 0.10
H 4.412 1.926 2.431 0.04
H 2.225 1.645 2.204 0.04
H 1.075 2.641 3.104 0.06
N -2.362 -3.025 3.364 0.15
C -1.541 -2.157 4.028 -0.68
N -1.113 -1.129 3.219 0.16
O -1.293 -2.242 5.216 0.03
H -2.732 -3.745 3.959 0.10
H -2.796 -2.797 2.485 0.06
H -1.669 -0.955 2.396 0.06
H -0.752 -0.311 3.680 0.11
N -4.632 1.588 -4.107 0.14
C -3.984 2.065 -2.993 -0.67
N -2.625 2.172 -3.083 0.17
O -4.588 2.416 -1.993 0.01
H -4.185 1.148 -4.887 0.08
H -5.632 1.533 -4.030 0.11
H -2.103 1.879 -3.886 0.10
H -2.188 2.742 -2.379 0.07
N 4.588 -2.807 4.376 0.14
C 3.997 -1.576 4.431 -0.68
N 2.624 -1.615 4.319 0.16
O 4.618 -0.536 4.542 0.03
H 4.045 -3.639 4.232 0.08
H 5.582 -2.911 4.316 0.10
H 2.106 -0.768 4.186 0.09
H 2.271 -2.505 4.018 0.08
N 0.797 -2.242 -3.977 0.15
C 2.149 -2.002 -3.912 -0.67
N 2.580 -2.180 -2.625 0.16
O 2.850 -1.598 -4.818 0.02
H 0.301 -2.611 -3.182 0.03
H 0.279 -2.023 -4.805 0.09
H 3.504 -1.989 -2.307 0.07
H 1.879 -2.499 -1.976 0.05
N 2.083 2.727 -1.603 0.20
C 1.128 3.502 -2.178 -0.65
N 1.547 4.710 -2.639 0.17
O -0.047 3.135 -2.266 -0.02
H 1.874 1.767 -1.393 0.06
H 3.030 3.038 -1.487 0.10
H 0.841 5.311 -3.020 0.11
H 2.490 5.026 -2.517 0.10
N -3.384 -1.357 -4.193 0.16
C -3.357 -2.201 -3.116 -0.65
N -2.254 -3.011 -3.117 0.18
O -4.174 -2.165 -2.217 0.03
H -2.594 -1.278 -4.807 0.09
H -4.043 -0.598 -4.184 0.06
H -2.027 -3.630 -2.360 0.09
H -1.662 -3.005 -3.925 0.07